# C3H8N4O

An isolated molecule of C3H8N4O in a non-equilibrium geometry (wB97M-V/def2-TZVPD, the OMol25 dataset).

## Properties
ΔE to the lowest compared entry with this formula, charge and spin: 655.6 kJ/mol
strongest force on any atom: 9.157 eV/A
orbital gap: 9.37 eV
calculated total energy: -11242.829 eV
SMILES string: [H]/N=C(\N)CNNC=O

Structure (ORCA input):
```
! RIJCOSX wB97M-V def2-TZVPD def2/J DEFGRID3
* xyz 0 1
C 0.071 -1.540 -0.239
C -1.266 -0.598 -0.412
C 0.701 2.072 0.807
H 0.442 0.097 -0.993
H 2.102 -1.058 -0.744
H 0.978 -2.919 0.102
H -1.682 -0.441 -1.521
H -1.901 -0.880 0.415
H -0.689 1.426 -0.849
H -0.773 0.811 2.039
H 1.452 2.420 1.707
N 0.966 -0.912 -1.103
N 0.000 -2.655 0.277
N -0.973 0.875 -0.139
N -0.200 0.972 1.192
O 0.772 2.331 -0.542
*
```


# C10H30N5O8P2

A 3-piece molecular cluster, C10H30N5O8P2 overall in a non-equilibrium geometry (wB97M-V/def2-TZVPD, the OMol25 dataset).

## Properties
ΔE to the lowest compared entry with this formula, charge and spin: 175.8 kJ/mol
strongest force on any atom: 6.889 eV/A
orbital gap: 7.86 eV
calculated total energy: -53256.524 eV

Structure (ORCA input):
```
! RIJCOSX wB97M-V def2-TZVPD def2/J DEFGRID3
* xyz 1 1
N 2.767 1.416 -0.373
C 1.626 1.630 -1.231
C 1.121 3.069 -1.142
C -0.012 3.327 -2.140
N -0.900 2.132 -2.260
C -0.700 1.339 -1.134
N -1.658 1.246 -0.293
N 0.505 0.705 -0.900
N 0.558 -0.563 -1.615
H 3.014 2.281 0.087
H 3.579 1.213 -0.940
H 1.933 1.442 -2.265
H 1.939 3.762 -1.293
H 0.787 3.240 -0.116
H -0.600 4.161 -1.775
H 0.406 3.563 -3.110
H -0.715 1.606 -3.105
H -2.453 1.867 -0.413
H -1.655 0.633 0.511
H -0.071 -0.540 -2.410
H 1.499 -0.757 -1.928
C -4.485 2.358 5.367
O -4.076 1.763 4.123
P -4.628 2.502 2.772
O -4.427 3.925 3.139
O -6.155 1.980 2.936
C -6.425 0.582 3.145
O -4.679 2.684 1.132
C -5.816 3.381 0.598
H -4.397 1.579 6.122
H -3.824 3.182 5.620
H -5.514 2.706 5.321
H -6.757 0.434 4.170
H -5.548 -0.041 2.969
H -7.219 0.280 2.466
H -5.992 4.300 1.153
H -6.703 2.752 0.616
H -5.576 3.616 -0.437
C 6.381 -5.139 -3.183
O 5.222 -5.649 -2.508
P 4.167 -4.538 -2.008
O 4.033 -3.558 -3.099
O 5.100 -3.991 -0.785
C 5.779 -4.920 0.076
O 2.772 -4.450 -1.193
C 2.529 -3.225 -0.514
H 7.147 -5.907 -3.100
H 6.155 -4.967 -4.232
H 6.738 -4.220 -2.722
H 6.847 -4.886 -0.135
H 5.429 -5.942 -0.060
H 5.610 -4.619 1.108
H 2.728 -2.379 -1.171
H 3.130 -3.144 0.389
H 1.480 -3.222 -0.228
*
```


# C20H15N4O11S2

A 2-piece molecular cluster, C20H15N4O11S2 overall in a non-equilibrium geometry (wB97M-V/def2-TZVPD, the OMol25 dataset).

## Properties
ΔE to the lowest compared entry with this formula, charge and spin: 44.1 kJ/mol
strongest force on any atom: 5.066 eV/A
orbital gap: 2.26 eV
calculated total energy: -71123.961 eV

Structure (ORCA input):
```
! RIJCOSX wB97M-V def2-TZVPD def2/J DEFGRID3
* xyz -1 1
C 0.990 1.406 -0.655
O 1.163 -0.054 -1.099
C 1.736 -1.028 -0.445
S 1.242 -2.722 -0.833
C -0.483 -2.615 -0.354
C -0.828 -2.858 0.976
C -2.131 -2.582 1.395
C -3.056 -2.054 0.490
C -2.682 -1.781 -0.828
C -1.390 -2.073 -1.262
O 1.291 -2.946 -2.259
O 1.901 -3.632 0.077
S 2.902 -0.835 0.887
C 4.289 -1.789 0.271
C 4.717 -2.937 0.938
C 5.784 -3.671 0.415
C 6.408 -3.255 -0.765
C 5.964 -2.107 -1.429
C 4.905 -1.364 -0.907
O 3.355 0.545 0.956
O 2.406 -1.495 2.075
H 1.009 1.953 -1.598
H 0.015 1.475 -0.164
H 1.812 1.696 -0.003
H -0.077 -3.247 1.662
H -2.412 -2.769 2.431
H -4.067 -1.822 0.820
H -3.380 -1.317 -1.523
H -1.086 -1.883 -2.289
H 4.210 -3.251 1.850
H 6.114 -4.568 0.941
H 7.245 -3.824 -1.168
H 6.441 -1.772 -2.352
H 4.538 -0.468 -1.409
O -2.539 6.645 1.535
N -2.718 6.066 0.452
O -2.656 6.659 -0.652
C -3.014 4.643 0.378
C -3.205 4.068 -0.880
C -3.460 2.682 -1.009
N -3.676 2.103 -2.314
O -3.649 2.854 -3.311
O -3.894 0.873 -2.404
C -3.519 1.835 0.115
C -3.354 2.420 1.357
N -3.400 1.846 2.634
O -3.595 0.704 3.022
O -3.184 2.891 3.538
N -2.993 4.098 2.877
C -3.104 3.791 1.558
H -3.158 4.691 -1.771
H -3.727 0.774 0.031
*
```


# C17H31BN2O8

A 3-piece molecular cluster, C17H31BN2O8 overall (wB97M-V/def2-TZVPD, the OMol25 dataset).

## Properties
ΔE to the lowest compared entry with this formula, charge and spin: 0.0 kJ/mol
strongest force on any atom: 0.903 eV/A
orbital gap: 10.72 eV
calculated total energy: -38169.483 eV
SMILES string: CCB(O)[C@H](C#N)[C@@H](C#N)C[C@@H](C)O.CCOC(=O)OC.CCOC(=O)OC

Structure (ORCA input):
```
! RIJCOSX wB97M-V def2-TZVPD def2/J DEFGRID3
* xyz 0 1
C -2.246 -1.880 0.693
C -1.641 -2.308 -0.677
B -0.167 -2.841 -0.555
O 0.113 -4.180 -0.567
C 1.071 -1.823 -0.424
C 2.336 -2.480 -0.756
N 3.326 -2.968 -1.066
C 1.150 -1.089 0.948
C 1.874 -1.884 1.944
N 2.393 -2.494 2.763
C 1.754 0.325 0.818
C 0.684 1.373 0.554
C 1.290 2.758 0.373
O -0.059 0.968 -0.604
H -3.227 -2.337 0.822
H -2.411 -0.802 0.718
H -1.637 -2.156 1.554
H -2.286 -3.074 -1.113
H -1.634 -1.437 -1.338
H -0.415 -4.645 -1.222
H 0.912 -1.065 -1.196
H 0.132 -0.974 1.324
H 2.212 0.604 1.769
H 2.515 0.344 0.036
H 0.008 1.373 1.420
H 0.579 3.424 -0.116
H 2.179 2.688 -0.256
H 1.579 3.163 1.343
H -0.857 1.503 -0.644
C 7.205 4.266 3.550
C 6.190 4.460 2.447
O 4.841 4.348 2.939
C 4.366 5.429 3.554
O 4.942 6.474 3.708
O 3.125 5.158 3.966
C 2.497 6.223 4.686
H 7.032 3.320 4.064
H 8.212 4.257 3.132
H 7.143 5.071 4.282
H 6.275 3.674 1.699
H 6.316 5.422 1.950
H 2.536 7.150 4.117
H 2.981 6.364 5.651
H 1.466 5.917 4.831
C -5.768 -4.017 -6.426
C -4.656 -4.357 -5.460
O -4.618 -3.443 -4.349
C -5.510 -3.678 -3.389
O -6.303 -4.583 -3.357
O -5.369 -2.737 -2.453
C -6.298 -2.838 -1.369
H -5.686 -2.979 -6.750
H -5.711 -4.662 -7.303
H -6.743 -4.154 -5.960
H -3.683 -4.252 -5.936
H -4.747 -5.377 -5.088
H -6.287 -3.838 -0.941
H -7.304 -2.594 -1.708
H -5.972 -2.112 -0.630
*
```


Repeat the first record exactly.
# C3H8N4O

An isolated molecule of C3H8N4O in a non-equilibrium geometry (wB97M-V/def2-TZVPD, the OMol25 dataset).

## Properties
ΔE to the lowest compared entry with this formula, charge and spin: 655.6 kJ/mol
strongest force on any atom: 9.157 eV/A
orbital gap: 9.37 eV
calculated total energy: -11242.829 eV
SMILES string: [H]/N=C(\N)CNNC=O

Structure (ORCA input):
```
! RIJCOSX wB97M-V def2-TZVPD def2/J DEFGRID3
* xyz 0 1
C 0.071 -1.540 -0.239
C -1.266 -0.598 -0.412
C 0.701 2.072 0.807
H 0.442 0.097 -0.993
H 2.102 -1.058 -0.744
H 0.978 -2.919 0.102
H -1.682 -0.441 -1.521
H -1.901 -0.880 0.415
H -0.689 1.426 -0.849
H -0.773 0.811 2.039
H 1.452 2.420 1.707
N 0.966 -0.912 -1.103
N 0.000 -2.655 0.277
N -0.973 0.875 -0.139
N -0.200 0.972 1.192
O 0.772 2.331 -0.542
*
```


Please write out number 2 again, unchanged.
# C10H30N5O8P2

A 3-piece molecular cluster, C10H30N5O8P2 overall in a non-equilibrium geometry (wB97M-V/def2-TZVPD, the OMol25 dataset).

## Properties
ΔE to the lowest compared entry with this formula, charge and spin: 175.8 kJ/mol
strongest force on any atom: 6.889 eV/A
orbital gap: 7.86 eV
calculated total energy: -53256.524 eV

Structure (ORCA input):
```
! RIJCOSX wB97M-V def2-TZVPD def2/J DEFGRID3
* xyz 1 1
N 2.767 1.416 -0.373
C 1.626 1.630 -1.231
C 1.121 3.069 -1.142
C -0.012 3.327 -2.140
N -0.900 2.132 -2.260
C -0.700 1.339 -1.134
N -1.658 1.246 -0.293
N 0.505 0.705 -0.900
N 0.558 -0.563 -1.615
H 3.014 2.281 0.087
H 3.579 1.213 -0.940
H 1.933 1.442 -2.265
H 1.939 3.762 -1.293
H 0.787 3.240 -0.116
H -0.600 4.161 -1.775
H 0.406 3.563 -3.110
H -0.715 1.606 -3.105
H -2.453 1.867 -0.413
H -1.655 0.633 0.511
H -0.071 -0.540 -2.410
H 1.499 -0.757 -1.928
C -4.485 2.358 5.367
O -4.076 1.763 4.123
P -4.628 2.502 2.772
O -4.427 3.925 3.139
O -6.155 1.980 2.936
C -6.425 0.582 3.145
O -4.679 2.684 1.132
C -5.816 3.381 0.598
H -4.397 1.579 6.122
H -3.824 3.182 5.620
H -5.514 2.706 5.321
H -6.757 0.434 4.170
H -5.548 -0.041 2.969
H -7.219 0.280 2.466
H -5.992 4.300 1.153
H -6.703 2.752 0.616
H -5.576 3.616 -0.437
C 6.381 -5.139 -3.183
O 5.222 -5.649 -2.508
P 4.167 -4.538 -2.008
O 4.033 -3.558 -3.099
O 5.100 -3.991 -0.785
C 5.779 -4.920 0.076
O 2.772 -4.450 -1.193
C 2.529 -3.225 -0.514
H 7.147 -5.907 -3.100
H 6.155 -4.967 -4.232
H 6.738 -4.220 -2.722
H 6.847 -4.886 -0.135
H 5.429 -5.942 -0.060
H 5.610 -4.619 1.108
H 2.728 -2.379 -1.171
H 3.130 -3.144 0.389
H 1.480 -3.222 -0.228
*
```


Repeat the third record exactly.
# C20H15N4O11S2

A 2-piece molecular cluster, C20H15N4O11S2 overall in a non-equilibrium geometry (wB97M-V/def2-TZVPD, the OMol25 dataset).

## Properties
ΔE to the lowest compared entry with this formula, charge and spin: 44.1 kJ/mol
strongest force on any atom: 5.066 eV/A
orbital gap: 2.26 eV
calculated total energy: -71123.961 eV

Structure (ORCA input):
```
! RIJCOSX wB97M-V def2-TZVPD def2/J DEFGRID3
* xyz -1 1
C 0.990 1.406 -0.655
O 1.163 -0.054 -1.099
C 1.736 -1.028 -0.445
S 1.242 -2.722 -0.833
C -0.483 -2.615 -0.354
C -0.828 -2.858 0.976
C -2.131 -2.582 1.395
C -3.056 -2.054 0.490
C -2.682 -1.781 -0.828
C -1.390 -2.073 -1.262
O 1.291 -2.946 -2.259
O 1.901 -3.632 0.077
S 2.902 -0.835 0.887
C 4.289 -1.789 0.271
C 4.717 -2.937 0.938
C 5.784 -3.671 0.415
C 6.408 -3.255 -0.765
C 5.964 -2.107 -1.429
C 4.905 -1.364 -0.907
O 3.355 0.545 0.956
O 2.406 -1.495 2.075
H 1.009 1.953 -1.598
H 0.015 1.475 -0.164
H 1.812 1.696 -0.003
H -0.077 -3.247 1.662
H -2.412 -2.769 2.431
H -4.067 -1.822 0.820
H -3.380 -1.317 -1.523
H -1.086 -1.883 -2.289
H 4.210 -3.251 1.850
H 6.114 -4.568 0.941
H 7.245 -3.824 -1.168
H 6.441 -1.772 -2.352
H 4.538 -0.468 -1.409
O -2.539 6.645 1.535
N -2.718 6.066 0.452
O -2.656 6.659 -0.652
C -3.014 4.643 0.378
C -3.205 4.068 -0.880
C -3.460 2.682 -1.009
N -3.676 2.103 -2.314
O -3.649 2.854 -3.311
O -3.894 0.873 -2.404
C -3.519 1.835 0.115
C -3.354 2.420 1.357
N -3.400 1.846 2.634
O -3.595 0.704 3.022
O -3.184 2.891 3.538
N -2.993 4.098 2.877
C -3.104 3.791 1.558
H -3.158 4.691 -1.771
H -3.727 0.774 0.031
*
```


Number 1 is which compound? C3H8N4O